7
Properties=species:S:1:pos:R:3 method="wB97M-V/def2-TZVPD" multiplicity=1 de_lowest_kcal_mol=76.17 energy_ev=-75897.179 orbital_gap_ev=9.1 largest_force_ev_per_a=6.8
H 2.36173 1.93766 -0.08957
F -1.92745 -0.30667 -0.65266
C 0.58038 0.75998 0.26762
Br -0.16230 -2.17345 -0.74487
C -1.08155 -0.86073 0.14068
H -1.21463 -0.85025 1.12870
C 1.44382 1.49346 -0.04990

9
Properties=species:S:1:pos:R:3 method="wB97M-V/def2-TZVPD" multiplicity=3 de_lowest_kcal_mol=75.28 energy_ev=-81328.223 orbital_gap_ev="5.8 / 6.5" largest_force_ev_per_a=4.8
Br 1.16549 -0.94294 -0.95074
H -0.91925 0.09697 -2.01433
C -0.43858 0.08965 2.04690
F -0.99299 1.20799 1.59415
C 0.11666 0.32340 -2.07911
C -0.07338 -0.77187 2.81093
H 0.01639 1.25172 -1.47410
F 0.57466 0.44136 -3.34570
F 0.55100 -1.69629 3.41201

12
Properties=species:S:1:pos:R:3 method="wB97M-V/def2-TZVPD" multiplicity=1 de_lowest_kcal_mol=9.89 energy_ev=-87591.997 orbital_gap_ev=9.7 largest_force_ev_per_a=7.2
Br -2.34701 -1.67712 -0.01233
N 0.03486 0.29671 -1.73010
C -3.17010 1.07499 0.36189
H -0.53163 -0.42383 -2.20303
F -3.47050 2.17494 -0.29966
F -2.39435 1.42235 1.44517
F -2.87694 0.19220 -1.86819
H 0.95354 0.04215 -1.61586
C -0.37765 0.87413 -0.67751
F -4.31281 0.55020 0.83082
C -2.34650 0.18787 -0.59536
O -0.14603 1.60657 0.17799

10
Properties=species:S:1:pos:R:3 method="wB97M-V/def2-TZVPD" multiplicity=2 energy_ev=-14049.225 orbital_gap_ev="3.8 / 4.0" largest_force_ev_per_a=8.6
C 0.61937 1.32971 0.65505
O -2.30396 -1.92644 0.27710
C -1.87516 -1.88374 -0.81213
H 0.81703 2.08388 1.41692
H 2.32811 0.17702 1.49307
C 1.60244 0.13699 0.68073
O -0.24436 1.41085 -0.22088
O 1.54501 -0.73897 -0.18450
Li -2.35795 -0.26027 -2.22788
Cd -0.13052 -0.32903 -1.07748

10
Properties=species:S:1:pos:R:3 method="wB97M-V/def2-TZVPD" multiplicity=1 de_lowest_kcal_mol=7.81 energy_ev=-34442.726 orbital_gap_ev=9.9 largest_force_ev_per_a=2.8
C -0.82831 -0.73417 1.05853
Cl -1.25511 -1.48928 2.49132
O 1.55968 -0.11708 -1.56435
N -0.07541 1.25332 -0.93597
H 0.28639 1.75417 -1.77903
C 0.69964 0.13121 -0.78688
Cl 1.51420 -2.02287 0.72089
F -1.77791 0.16452 0.64356
C 0.36475 -0.76988 0.39497
H -0.48792 1.83005 -0.24304

9
Properties=species:S:1:pos:R:3 method="wB97M-V/def2-TZVPD" multiplicity=1 de_lowest_kcal_mol=41.61 energy_ev=-32281.536 orbital_gap_ev=9.4 largest_force_ev_per_a=3.1
H 1.05880 0.87541 0.93173
H 1.06821 0.90238 -0.84486
Cl -1.67529 0.91401 -1.41520
C 0.61453 0.44617 0.03666
O -0.62529 -1.43458 -0.07013
Cl -1.76923 0.73873 1.44833
C -0.89987 0.50647 0.01984
O 1.58679 -1.83480 -0.07218
C 0.64135 -1.11378 -0.03418

10
Properties=species:S:1:pos:R:3 method="wB97M-V/def2-TZVPD" multiplicity=1 de_lowest_kcal_mol=94.82 energy_ev=-51901.476 orbital_gap_ev=7.3 largest_force_ev_per_a=4.2
H -0.26852 -1.13163 -0.38354
C -0.51858 -0.14312 -0.28263
S -2.18283 0.25538 -1.00114
C -0.10372 0.90453 0.41621
C -3.17761 -0.35392 0.43980
S -1.00880 2.36432 0.42524
H 0.81805 0.75273 0.99895
Cl -3.12624 -2.09491 -0.03608
Cl -4.82961 0.24401 0.15401
O -2.16970 1.90548 -0.70578

10
Properties=species:S:1:pos:R:3 method="wB97M-V/def2-TZVPD" multiplicity=1 de_lowest_kcal_mol=83.04 energy_ev=-51901.987 orbital_gap_ev="8.0 / 7.3" largest_force_ev_per_a=4.0
Cl -2.90301 -0.90775 -0.60966
H 1.28390 -0.32860 -1.10139
Cl -0.01329 -2.70708 0.79184
H 1.94574 -1.01960 0.50908
S -0.25679 2.38555 -0.32571
C -0.21010 -1.09841 0.02933
O -0.89445 3.37155 0.54774
C -1.33576 -0.66947 -0.44573
S 1.29769 1.34766 0.68836
C 1.08607 -0.37385 -0.08385